Computed, not measured: C23H26BrN5O10P2Rb as an isolated structure, with ωB97M-V/def2-TZVPD.

Properties
E_HOMO: -6.5 eV
Energy above the lowest of the compared OMol25 structures with the same formula, charge and spin: 0.0 kcal per mole
E_tot: -141487.0124 eV
Kohn-Sham gap: 8.31 eV
Charge: -1
LUMO: 1.776 eV
2S+1: 1

Positions of all 68 atoms, in Å:
Rb: -0.319 -0.099 0.141
Br: -2.047 -0.677 5.823
P: 2.810 -1.447 1.176
P: 0.356 -3.448 1.502
O: 2.432 -0.730 -0.080
O: -1.203 1.745 2.352
O: -0.574 -3.007 0.429
O: -0.816 -0.382 2.955
O: 2.147 -0.770 2.482
O: 0.015 -2.907 2.935
O: -1.422 -0.777 -2.581
O: 0.336 -5.035 1.723
O: 2.820 -3.978 2.047
O: 4.228 -1.739 1.543
N: 0.186 2.683 -0.980
N: -0.750 -2.940 -2.394
N: -0.842 -1.908 -4.469
N: 2.761 6.973 -1.986
N: 1.197 7.689 -0.563
C: 1.979 4.183 -1.491
C: -0.810 0.760 5.746
C: 0.431 2.433 4.591
C: 2.918 8.334 -1.772
C: 3.794 10.541 -1.916
C: 1.949 8.802 -0.877
C: 2.817 10.992 -1.013
C: 2.358 -3.709 -0.325
C: 1.188 5.272 -1.150
C: -0.213 -4.155 -2.960
C: -0.327 1.235 6.958
C: 1.435 2.914 -1.385
C: 2.108 -3.176 1.093
C: 1.878 10.132 -0.477
C: 0.557 2.300 6.979
C: -0.881 0.869 3.168
C: -0.561 3.728 -0.641
C: -0.110 5.036 -0.714
C: 0.939 2.903 5.788
C: 1.737 6.634 -1.253
C: -0.438 1.344 4.543
C: -1.014 -1.816 -3.094
C: 3.856 9.217 -2.305
H: 4.607 8.863 -2.998
H: 1.207 -0.545 2.529
H: 3.423 -3.618 -0.545
H: 2.069 -4.760 -0.392
H: -0.812 -2.890 -1.379
H: 1.188 -5.279 2.125
H: 4.511 11.248 -2.312
H: -0.647 0.765 7.878
H: 3.638 -3.461 2.206
H: -0.162 -4.896 -2.165
H: 2.996 4.338 -1.821
H: 0.803 -4.026 -3.353
H: -0.824 -1.003 -4.908
H: 1.631 3.736 5.794
H: 0.466 7.629 0.123
H: -0.330 -1.980 3.006
H: 1.806 -3.123 -1.058
H: 1.126 10.479 0.219
H: -0.852 -4.545 -3.755
H: -1.561 3.509 -0.286
H: 0.943 2.657 7.926
H: -0.778 5.846 -0.449
H: 0.703 2.897 3.652
H: -0.145 -2.550 -4.809
H: 2.801 12.036 -0.729
H: 2.030 2.036 -1.617

Atomic partial charges in e from the Mulliken method, atoms 1 to 6: Rb 1.078; Br -0.195; P 0.730; P 0.482; O -0.714; O -0.698


Computed, not measured: C23H26CaF5N3OSi as an isolated structure at a distorted geometry, with ωB97M-V/def2-TZVPD.

Properties
E_HOMO (spin up / spin down): 0.1 / 0.9 eV
Energy above the lowest of the compared OMol25 structures with the same formula, charge and spin: 0.0 kcal per mole
E_tot: -70698.2610 eV
Kohn-Sham gap (spin up / spin down): 4.78 / 3.99 eV
Charge: -2
LUMO (spin up / spin down): 4.885 / 4.862 eV
2S+1: 1

Positions of all 60 atoms, in Å:
Ca: 0.032 0.108 -0.587
Si: -0.967 -3.061 1.046
F: 0.606 -1.482 -4.198
F: -0.927 0.373 -3.290
F: 2.145 -0.090 -4.836
F: 0.258 -0.228 -5.920
F: 1.079 0.972 -2.690
O: -0.800 -1.853 0.057
N: -1.817 1.446 -0.047
N: 2.213 -0.311 -0.092
N: 0.752 1.766 0.694
C: -3.788 3.517 0.350
C: 2.203 -2.324 -1.436
C: 0.460 -3.247 2.298
C: 2.832 0.629 0.722
C: 4.917 -0.581 0.547
C: 2.035 1.692 1.195
C: 0.249 3.647 2.078
C: -3.115 1.274 -0.337
C: 0.807 -0.212 -4.672
C: 1.567 3.610 2.585
C: 2.453 2.672 2.140
C: -2.569 -2.990 2.085
C: -1.443 3.847 -0.705
C: 0.240 0.944 -3.867
C: 4.263 -1.545 -0.247
C: -2.370 3.888 0.487
C: -1.056 -4.775 0.194
C: -1.368 2.743 0.338
C: -4.102 2.253 -0.130
C: 4.216 0.485 1.025
C: 2.920 -1.350 -0.540
C: -0.081 2.719 1.102
C: -3.506 -0.060 -0.918
H: 3.468 2.660 2.517
H: -0.465 4.371 2.440
H: -1.857 -4.803 -0.550
H: -2.160 4.665 1.217
H: 5.974 -0.690 0.765
H: -2.615 -2.055 2.651
H: -2.648 -3.822 2.792
H: -3.336 -0.055 -2.001
H: -5.141 1.975 -0.277
H: 0.376 -4.153 2.906
H: -0.120 -5.007 -0.324
H: -4.560 -0.277 -0.735
H: 1.418 -3.281 1.769
H: -2.891 -0.854 -0.493
H: -0.617 4.551 -0.739
H: 2.698 -3.296 -1.434
H: 0.495 -2.386 2.972
H: -4.549 4.225 0.654
H: 1.166 -2.443 -1.115
H: -1.244 -5.570 0.923
H: 4.795 -2.403 -0.636
H: 1.866 4.340 3.330
H: -1.860 3.564 -1.664
H: -3.446 -3.019 1.432
H: 2.204 -1.946 -2.459
H: 4.711 1.237 1.626

Atomic partial charges in e from the Mulliken method, atoms 1 to 6: Ca 2.500; Si 0.501; F -0.268; F -0.098; F -0.295; F -0.297


- What is the 2S+1 in the second record?
  1


- The highest charge belongs to which entry?
  C23H26BrN5O10P2Rb


Copy entry 1 word for word.
Computed, not measured: C23H26BrN5O10P2Rb as an isolated structure, with ωB97M-V/def2-TZVPD.

Properties
E_HOMO: -6.5 eV
Energy above the lowest of the compared OMol25 structures with the same formula, charge and spin: 0.0 kcal per mole
E_tot: -141487.0124 eV
Kohn-Sham gap: 8.31 eV
Charge: -1
LUMO: 1.776 eV
2S+1: 1

Positions of all 68 atoms, in Å:
Rb: -0.319 -0.099 0.141
Br: -2.047 -0.677 5.823
P: 2.810 -1.447 1.176
P: 0.356 -3.448 1.502
O: 2.432 -0.730 -0.080
O: -1.203 1.745 2.352
O: -0.574 -3.007 0.429
O: -0.816 -0.382 2.955
O: 2.147 -0.770 2.482
O: 0.015 -2.907 2.935
O: -1.422 -0.777 -2.581
O: 0.336 -5.035 1.723
O: 2.820 -3.978 2.047
O: 4.228 -1.739 1.543
N: 0.186 2.683 -0.980
N: -0.750 -2.940 -2.394
N: -0.842 -1.908 -4.469
N: 2.761 6.973 -1.986
N: 1.197 7.689 -0.563
C: 1.979 4.183 -1.491
C: -0.810 0.760 5.746
C: 0.431 2.433 4.591
C: 2.918 8.334 -1.772
C: 3.794 10.541 -1.916
C: 1.949 8.802 -0.877
C: 2.817 10.992 -1.013
C: 2.358 -3.709 -0.325
C: 1.188 5.272 -1.150
C: -0.213 -4.155 -2.960
C: -0.327 1.235 6.958
C: 1.435 2.914 -1.385
C: 2.108 -3.176 1.093
C: 1.878 10.132 -0.477
C: 0.557 2.300 6.979
C: -0.881 0.869 3.168
C: -0.561 3.728 -0.641
C: -0.110 5.036 -0.714
C: 0.939 2.903 5.788
C: 1.737 6.634 -1.253
C: -0.438 1.344 4.543
C: -1.014 -1.816 -3.094
C: 3.856 9.217 -2.305
H: 4.607 8.863 -2.998
H: 1.207 -0.545 2.529
H: 3.423 -3.618 -0.545
H: 2.069 -4.760 -0.392
H: -0.812 -2.890 -1.379
H: 1.188 -5.279 2.125
H: 4.511 11.248 -2.312
H: -0.647 0.765 7.878
H: 3.638 -3.461 2.206
H: -0.162 -4.896 -2.165
H: 2.996 4.338 -1.821
H: 0.803 -4.026 -3.353
H: -0.824 -1.003 -4.908
H: 1.631 3.736 5.794
H: 0.466 7.629 0.123
H: -0.330 -1.980 3.006
H: 1.806 -3.123 -1.058
H: 1.126 10.479 0.219
H: -0.852 -4.545 -3.755
H: -1.561 3.509 -0.286
H: 0.943 2.657 7.926
H: -0.778 5.846 -0.449
H: 0.703 2.897 3.652
H: -0.145 -2.550 -4.809
H: 2.801 12.036 -0.729
H: 2.030 2.036 -1.617

Atomic partial charges in e from the Mulliken method, atoms 1 to 6: Rb 1.078; Br -0.195; P 0.730; P 0.482; O -0.714; O -0.698


- Look up the charge of the second one.
  -2